Record 1
DFT (ωB97M-V/def2-TZVPD) results for C44H49N5O8Zr as an isolated structure.

Summary:
Charge ... 0

```
107
C44H49N5O8Zr | the OMol25 dataset | ωB97M-V/def2-TZVPD
Zr -0.60286 -0.27869 1.71719
O 1.49377 6.39759 -0.21896
O -3.49989 0.18689 4.78508
O -1.72849 -0.07403 3.46826
O -2.80646 -1.10564 1.01329
O 3.60874 -1.90969 -2.56998
O -0.72633 -0.17166 -0.38466
O -1.12241 -3.36544 4.19014
O -0.47278 -2.26623 2.35657
N -3.29991 5.05822 -2.73479
N -1.95907 1.57496 1.13374
N 3.39445 -3.80131 -3.78293
N 0.22245 -3.30633 -0.35370
N -3.66775 3.88091 -2.85269
C -4.22954 -2.88053 0.53988
C 1.72406 0.55451 0.92424
C 2.58407 -4.67512 -0.86827
C -0.84726 4.85467 -2.48592
C -5.06293 -1.67781 1.04263
C -4.00825 -0.86060 1.78351
C 5.79213 -3.41466 -4.31688
C 0.78517 2.94095 0.70649
C 0.23956 2.39227 3.84297
C -2.06829 5.38495 -2.06530
C 0.29459 6.12731 -0.79571
C 0.32233 5.22991 -1.86493
C 2.68607 -5.02714 -4.12323
C -1.37500 -2.81016 3.14678
C -0.91344 6.68838 -0.40099
C -2.10671 1.71958 -0.21211
C -2.94385 2.82482 -2.19773
C -2.40179 1.81689 -2.94732
C 2.59727 -1.71744 1.87976
C 2.22723 0.47907 -0.48267
C 1.03977 -2.91764 -1.32616
C 1.89554 -0.39457 1.96508
C -1.64303 0.78049 -2.37355
C -3.38875 3.44750 1.46388
C 3.13557 -3.02940 -2.69667
C -3.51815 3.63171 0.11538
C 2.22346 -3.57746 -1.63729
C 1.75055 -5.07273 0.16391
C -1.44631 0.72802 -1.00935
C -2.85981 2.75946 -0.78064
C -2.58521 2.40071 1.94390
C 1.34323 -0.49928 4.50568
C 1.34803 0.15727 3.15806
C 1.49845 7.24839 0.91154
C -2.08542 6.33259 -1.06012
C -2.85073 -2.55702 1.10310
C -3.63169 -1.51086 3.12926
C 3.58035 -6.25942 -4.13312
C 4.34293 -3.27112 -4.76093
C 1.05242 1.67769 1.46427
C 0.83318 1.44064 2.84890
C -2.91481 -0.40698 3.90578
C 0.58152 -4.35889 0.37763
C -2.81393 -2.75125 2.62800
H -2.00032 -2.95971 0.55846
H 4.38905 -6.15356 -4.85702
H 2.52987 7.29739 1.24850
H 2.00195 -5.91063 0.79922
H -4.59730 -3.84104 0.89741
H 6.45657 -2.99827 -5.07488
H 2.92908 -1.92155 0.86194
H 5.95272 -2.87259 -3.38652
H 2.77328 -0.43940 -0.68500
H -4.50641 -1.79939 3.70565
H -2.53035 1.85408 -4.02271
H 1.40952 0.54770 -1.20198
H 1.66860 3.58631 0.71035
H -5.87406 -1.96521 1.70982
H 4.11481 -2.21664 -4.91994
H 0.49071 -0.16715 5.09862
H 2.90847 1.31225 -0.67440
H -3.02595 6.78583 -0.77190
H -1.19661 0.01964 -3.00018
H 0.54441 2.73055 -0.33618
H 0.73873 -2.03309 -1.87815
H 3.51269 -5.19688 -1.06515
H 1.86389 -5.16184 -3.42458
H -4.19447 -2.90966 -0.54822
H -0.03988 3.51597 1.13022
H -0.95855 7.40901 0.40222
H -3.30452 -3.66952 2.94575
H 4.17340 -3.80357 -5.69773
H 1.27297 -1.58333 4.41170
H 2.24165 -4.89437 -5.11464
H -4.14188 4.42567 -0.27322
H 3.47646 -1.72098 2.52809
H 0.87278 6.84442 1.71227
H 1.15486 8.25391 0.65540
H -0.22094 3.24600 3.34488
H -0.82322 4.15093 -3.30657
H -4.20116 0.20790 1.83546
H 1.27589 4.82784 -2.18033
H 6.05981 -4.46080 -4.16412
H -0.51260 1.90294 4.46389
H 2.25568 -0.25805 5.05777
H -3.89853 4.08986 2.16777
H 1.94496 -2.52937 2.20448
H -5.48401 -1.10850 0.21540
H 1.01635 2.78092 4.50611
H -2.46973 2.22191 3.00647
H 2.99857 -7.13977 -4.40744
H -0.08620 -4.63263 1.18646
H 4.02294 -6.43080 -3.15175
```

Record 2
DFT (ωB97M-V/def2-TZVPD) results for C44H50BKN13O7S as an isolated structure in a non-equilibrium geometry.

Summary:
Charge ... -1

```
117
C44H50BKN13O7S | the OMol25 dataset | ωB97M-V/def2-TZVPD
K 0.32626 -0.89920 -0.11833
S -0.29344 6.09090 -2.21113
O 1.49846 1.37850 -2.46143
O 0.43666 5.04770 -1.55753
O -2.50994 3.39290 -5.02923
O -1.80424 1.39090 -5.41863
O 2.81366 -2.64280 -0.90663
O -1.03114 1.56870 2.70517
O -0.84024 7.11820 -1.35433
N -2.02404 2.31870 -4.65493
N 0.09766 -3.94650 0.30857
N -0.77484 -3.11000 -0.22933
N 4.16026 -1.59060 -2.38693
N 1.60896 -1.64570 1.96927
N -1.02384 3.41110 4.02557
N -0.74774 -3.35860 2.58127
N -1.37044 -2.23750 2.26977
N -1.90884 3.11180 -2.32573
N 1.68826 -2.96590 2.04867
N 2.14326 -0.62330 -1.65003
N -1.20954 1.24690 -1.35343
N -2.15864 1.50370 4.66457
C 4.47276 -0.45130 -3.04813
C -2.82374 -1.91950 -1.91733
C 3.75426 2.99570 2.15187
C 3.41086 -4.74750 2.56197
C 2.12986 7.13600 -2.95563
C 2.81046 -1.14380 2.23987
C 3.64986 0.60970 -3.04713
C -1.76384 -2.67960 -2.41303
C 4.98686 -2.76490 -2.46213
C 3.10416 0.27860 2.23457
C -1.38814 -3.99670 3.59137
C 0.74116 6.88310 -3.49563
C 1.52946 -5.91350 -0.37513
C -2.50884 4.41590 -2.45103
C -2.42834 -2.12310 3.06717
C -1.54744 2.50700 -1.16603
C -1.48124 3.19070 0.13577
C -3.67724 -1.26260 -2.78223
C -0.98814 -5.31680 4.15277
C -3.38324 -1.03990 2.94657
C -1.66394 5.42630 -3.21303
C -2.43134 -2.07370 -4.65563
C -1.37804 2.11020 3.72787
C 4.61426 2.09350 2.75647
C 2.94636 -3.34570 2.37057
C 0.54996 -4.81960 -0.61803
C 2.35926 0.49570 -2.36733
C -4.38804 -0.85750 3.90277
C -0.88414 -3.40920 -1.51903
C -1.73444 2.14890 -3.31553
C -2.47084 -3.22380 3.94747
C -4.26424 0.84070 1.72897
C -5.31294 0.16260 3.77357
C -1.27794 1.00930 -2.66393
C -0.05794 -4.50710 -1.81443
C 4.29376 0.75100 2.79497
C -1.58144 -2.74120 -3.79553
C -3.48764 -1.33580 -4.15283
C -5.24874 1.02170 2.69027
C 2.23116 1.20310 1.65807
C 2.55846 2.54390 1.61267
C 2.98406 -1.63710 -1.58613
C -3.33694 -0.17390 1.85077
C 3.70246 -2.20130 2.50527
B 0.47196 -3.88230 1.80217
H -2.27354 -2.12600 -5.72433
H -4.22454 1.49540 0.87007
H 4.35066 -3.63640 -2.62353
H -1.25684 2.44950 0.89667
H 4.01836 4.04370 2.10277
H 2.75836 7.61000 -3.70813
H 4.75266 -2.15280 2.72377
H 1.48386 -6.63690 -1.18883
H -4.51284 -0.69720 -2.38833
H 3.89576 1.51820 -3.57093
H -4.15844 -0.82850 -4.83023
H -2.98354 -1.88060 -0.84963
H 0.01606 -5.27930 4.57067
H 2.57626 6.18920 -2.66483
H 0.22806 7.80010 -3.77403
H -1.00704 -6.07690 3.37317
H -2.56834 -0.32060 1.10897
H 2.76356 -5.28840 3.24937
H -5.97434 1.81700 2.58937
H 5.69256 -2.66320 -3.28763
H -2.64674 2.04800 5.35187
H 0.06366 -5.01170 -2.75563
H 2.53126 -5.49030 -0.34343
H 5.42186 -0.45820 -3.57893
H 1.29796 0.85770 1.24117
H -2.57624 0.63200 4.37387
H -3.46214 4.30580 -2.98113
H -1.24174 4.97880 -4.10663
H -1.03884 0.05720 -3.08733
H 4.97536 0.05770 3.26777
H 1.32856 -6.41980 0.56687
H 1.88266 3.24050 1.13567
H -4.45064 -1.52140 4.75187
H -0.76134 -3.31840 -4.19793
H -6.08574 0.28630 4.52127
H -2.40894 3.70460 0.38747
H -0.28314 3.76650 3.44067
H 3.41966 -5.27870 1.61417
H -0.66864 3.91780 0.10017
H 2.08076 7.77690 -2.07873
H 4.42236 -4.74280 2.96277
H -0.98194 3.68440 4.99137
H -2.26094 6.29390 -3.48643
H -2.69414 4.79830 -1.44373
H 5.52956 -2.91970 -1.52623
H -3.19064 -3.44040 4.71167
H 0.76026 6.18890 -4.33083
H 5.54386 2.43620 3.19497
H -1.68364 -5.60510 4.93787
H 0.73236 -4.97740 2.18727
```

no.,orbital gap (eV)
1,7.23
2,7.19